ORCA calculation (wB97M-V/def2-TZVPD) on a 3-piece molecular cluster, C21H24ClNO3 overall.

molar mass = 373.9 g mol⁻¹
frontier orbital gap = 8.3569 eV
energy = -1555.28563 hartree

The geometry in XYZ format:
```
50
Properties=species:S:1:pos:R:3:forces:R:3:nbo_charge:R:1
Cl 3.50368 -0.04138 -0.96673 0.1301 0.0179 -0.0275 -0.09
O -1.08379 1.53016 1.09392 0.0028 0.2460 0.0067 -0.54
O -1.10723 -2.86121 1.71565 -0.1024 0.0252 -0.1331 -0.48
O -1.28158 -0.61577 1.72637 -0.0219 -0.0259 -0.2142 -0.50
N 1.58328 -3.52480 0.27532 0.3617 0.2047 -0.0536 -0.61
C 0.29245 -2.50053 -4.96590 0.0060 0.0035 0.0075 -0.22
C -2.07476 -3.94783 -5.09009 0.0001 -0.0069 -0.0016 -0.21
C -2.26098 5.77315 5.40202 -0.0016 0.0021 -0.0019 -0.22
C 0.15773 -0.19859 -0.05885 0.0848 0.0062 0.0813 -0.08
C -1.36041 6.18776 4.43056 0.0027 -0.0009 0.0021 -0.22
C 0.18388 -1.51731 0.13589 -0.1711 -0.0019 -0.0982 -0.04
C 0.86426 0.67780 -1.04228 -0.1128 0.0002 0.0219 -0.47
C -1.34237 3.96902 3.49840 0.0294 0.0215 0.0224 -0.22
C -2.70210 4.45701 5.42192 0.0023 -0.0002 -0.0001 -0.22
C -0.90154 5.28563 3.48038 -0.0011 -0.0065 0.0002 -0.22
C -0.78423 -1.82620 1.23978 0.3274 -0.0515 0.3306 0.75
C 2.54931 -2.91940 1.20705 -0.0748 0.0131 -0.0012 -0.43
C 2.31261 1.53616 0.89540 0.0283 0.0340 0.0495 -0.64
C 0.93568 -2.56802 -0.61186 -0.1646 -0.1892 -0.1524 -0.27
C -0.77563 0.39085 0.94403 -0.0695 -0.2516 0.0045 0.77
C 2.23466 1.17822 -0.57780 -0.0055 0.1956 0.0400 -0.15
C -1.12095 -4.08781 -6.08878 0.0015 0.0020 0.0005 -0.21
C -1.84619 -3.08370 -4.02839 0.0058 -0.0044 0.0084 -0.22
C -0.66290 -2.36083 -3.96882 0.0084 0.0287 0.0319 -0.21
C 0.06257 -3.36505 -6.02704 0.0010 -0.0066 0.0021 -0.20
C -2.24282 3.55612 4.47097 -0.0073 -0.0077 0.0057 -0.20
H -3.40515 4.13371 6.17907 0.0005 -0.0004 -0.0005 0.21
H 1.44998 2.14264 1.18160 0.0418 0.0039 -0.0524 0.23
H -1.30007 -4.76171 -6.91658 -0.0002 0.0001 0.0003 0.21
H 1.21519 -1.93592 -4.91712 -0.0003 0.0011 0.0004 0.21
H 0.24377 1.56495 -1.20330 -0.0145 -0.0802 0.0212 0.25
H -0.20012 5.61029 2.72185 -0.0006 0.0022 0.0005 0.21
H 1.62836 -2.06861 -1.30544 -0.0764 -0.0089 0.1016 0.19
H 2.20283 -3.03163 2.23724 0.0178 0.0449 -0.0243 0.20
H 2.50084 2.05066 -1.17365 -0.0236 -0.1057 -0.0527 0.22
H -1.01645 7.21423 4.41445 -0.0010 -0.0006 -0.0013 0.21
H 0.80593 -3.47556 -6.80592 -0.0011 0.0008 -0.0011 0.21
H 3.21766 2.10990 1.09460 -0.0120 -0.0863 0.0190 0.23
H 2.33059 0.63971 1.52000 -0.0491 0.0537 -0.0516 0.22
H -2.62008 6.47608 6.14294 0.0016 -0.0006 0.0004 0.21
H -2.58873 -2.97521 -3.24804 -0.0033 0.0050 -0.0035 0.22
H 3.52570 -3.40066 1.12470 -0.0575 -0.0066 0.0349 0.20
H -0.48559 -1.68456 -3.14065 -0.0159 0.0150 -0.0145 0.20
H -0.99209 3.26355 2.75732 -0.0301 0.0143 -0.0120 0.23
H 2.70343 -1.85438 1.00127 0.0050 -0.1314 0.0407 0.19
H -2.99690 -4.51226 -5.13904 0.0010 -0.0009 0.0006 0.22
H -2.58762 2.52995 4.48394 0.0004 0.0004 -0.0054 0.21
H 0.96037 0.15743 -1.99602 0.0478 0.1068 0.0013 0.24
H 0.20819 -3.11863 -1.22098 0.0579 -0.0018 0.0359 0.23
H 2.06731 -4.19743 -0.30333 -0.1480 -0.0725 0.0308 0.36
```
Forces are in eV/Å.